Below is a structure of composition C22H32N4O4PdS2Si, with properties calculated with ωB97M-V/def2-TZVPD.

## Properties
<S²> = 6.043
Highest occupied orbital energy (alpha / beta) = -6.63 / -8.83 eV
ΔE to the lowest compared entry with this formula, charge and spin = 8.64 kcal/mol
Total energy = -2591.25522 Eh
Multiplicity = 5
HOMO-LUMO gap (alpha / beta) = 7.091 / 6.351 eV

Each line ends with the Löwdin spin population.
CARTESIAN COORDINATES (ANGSTROEM)
Pd -0.12 -0.93 -0.20  1.338
N -3.59 -2.19 2.07  0.109
C -2.61 -2.01 1.18  0.138
S -2.39 -0.48 0.43  0.269
N -1.89 -3.11 0.89  0.294
N -0.88 -2.86 0.11  0.564
C -0.23 -3.91 -0.58  0.388
C -0.38 -5.32 -0.20  0.038
C 0.74 -6.08 0.13  0.029
C 0.61 -7.41 0.49  -0.001
C -0.64 -8.00 0.53  0.022
C -1.77 -7.25 0.21  -0.001
C -1.65 -5.92 -0.14  0.026
C 0.54 -3.48 -1.66  0.064
C 1.22 -4.36 -2.55  0.123
C 1.93 -3.86 -3.60  0.014
C 2.00 -2.48 -3.80  0.160
C 1.32 -1.66 -2.91  0.014
N 0.62 -2.12 -1.89  0.224
H -4.08 -1.39 2.44  0.008
H -3.65 -3.08 2.54  0.003
H 1.72 -5.61 0.12  0.001
H 1.49 -7.99 0.75  0.000
H -0.75 -9.04 0.81  0.001
H -2.75 -7.71 0.24  0.000
H -2.52 -5.34 -0.39  0.000
H 1.14 -5.43 -2.39  0.006
H 2.45 -4.54 -4.27  -0.003
H 2.55 -2.05 -4.61  0.010
H 1.35 -0.58 -3.02  -0.001
C 0.08 4.49 1.19  0.000
Si 1.14 3.41 0.11  0.000
C 0.37 3.30 -1.62  0.001
C 1.33 2.65 -2.63  0.000
C -0.88 2.41 -1.52  0.007
C -0.07 4.68 -2.13  0.000
C 2.94 4.00 0.17  0.000
C 3.97 2.99 -0.36  0.000
C 3.04 5.29 -0.67  0.000
C 3.30 4.36 1.63  0.000
H 0.22 5.55 0.96  0.000
H 0.34 4.33 2.24  0.000
H -0.98 4.25 1.07  0.000
H 1.74 1.71 -2.24  0.000
H 2.17 3.30 -2.88  0.000
H 0.80 2.43 -3.56  0.000
H -0.61 1.37 -1.33  0.007
H -1.43 2.43 -2.47  0.000
H -1.57 2.73 -0.73  0.000
H 0.77 5.37 -2.23  0.000
H -0.80 5.14 -1.47  0.000
H -0.53 4.58 -3.12  0.000
H 3.76 2.70 -1.39  0.000
H 4.00 2.09 0.25  0.000
H 4.96 3.45 -0.34  0.000
H 2.93 5.08 -1.74  0.000
H 4.02 5.74 -0.52  0.000
H 2.29 6.03 -0.38  0.000
H 3.22 3.50 2.29  0.000
H 2.67 5.17 2.01  0.000
H 4.34 4.71 1.66  0.000
O 2.77 1.08 2.11  0.013
S 1.71 0.61 1.27  0.003
O 0.90 1.85 0.70  0.005
O 2.14 -0.11 0.04  0.059
O 0.66 -0.18 1.93  0.067